Record 1
{
  "formula": "C4H8N2O2",
  "method": "the ωB97M-V functional and the def2-TZVPD basis",
  "energy_ha": -417.17046,
  "smiles": "[H]/N=C/O[C@H](O)C(=C)N",
  "mol_weight_g_mol": 116.12,
  "homo_ev": -8.2,
  "species": ["H", "N", "C", "O", "C", "O", "C", "C", "N", "H", "H", "H", "H", "H", "H", "H"],
  "positions_angstrom": [[3.19392, -0.09516, -0.30121], [2.25462, -0.15823, 0.07331], [1.56953, -1.11663, -0.38457], [0.39362, -1.51986, 0.10765], [-0.32119, -0.54962, 0.88391], [-1.35950, -1.17884, 1.50817], [-0.68690, 0.62235, -0.09478], [-1.80455, 0.57832, -0.82201], [0.08702, 1.74727, 0.08767], [1.92995, -1.88762, -1.07720], [0.34920, -0.14431, 1.64978], [-1.98099, -1.49996, 0.84140], [-2.16070, 1.44433, -1.35293], [-2.45185, -0.28033, -0.83283], [1.06055, 1.54512, 0.28609], [-0.07273, 2.49314, -0.57242]],
  "nbo_charge": [0.368, -0.764, 0.432, -0.499, 0.337, -0.672, 0.154, -0.528, -0.822, 0.156, 0.185, 0.476, 0.200, 0.188, 0.412, 0.376]
}

=====

Record 2
{
  "formula": "C4H8N2O2",
  "method": "the ωB97M-V functional and the def2-TZVPD basis",
  "energy_ha": -417.15840,
  "smiles": "[H]/N=C(\\C)OC.N=C=O",
  "mol_weight_g_mol": 116.12,
  "homo_ev": -10.4,
  "species": ["H", "N", "C", "C", "O", "C", "H", "H", "H", "H", "H", "H", "N", "C", "O", "H"],
  "positions_angstrom": [[-2.14322, -1.28901, -1.42003], [-1.43343, -1.28585, -0.69891], [-0.68739, -0.28559, -0.64322], [-0.78861, 1.02461, -1.36711], [0.06803, -0.13118, 0.61440], [-0.34278, -0.90940, 1.72965], [-1.75900, 1.12499, -1.84931], [-0.64209, 1.87780, -0.71084], [0.00539, 1.03314, -2.11360], [-0.22237, -0.35381, 2.65772], [0.26286, -1.81713, 1.75657], [-1.36570, -1.28799, 1.73719], [2.41336, 0.92965, 0.73136], [2.39821, 0.25953, -0.27784], [2.66064, 0.03705, -1.41576], [1.57611, 1.07319, 1.26974]],
  "nbo_charge": [0.362, -0.681, 0.590, -0.707, -0.590, -0.264, 0.232, 0.242, 0.248, 0.186, 0.185, 0.206, -0.752, 0.852, -0.529, 0.421]
}

=====

Record 3
{
  "formula": "C4H8N2O2",
  "method": "the ωB97M-V functional and the def2-TZVPD basis",
  "energy_ha": -416.96713,
  "smiles": "O=CCNC/C=N\\O",
  "mol_weight_g_mol": 116.12,
  "homo_ev": -9.2,
  "species": ["O", "C", "C", "N", "C", "C", "N", "O", "H", "H", "H", "H", "H", "H", "H", "H"],
  "positions_angstrom": [[-2.77989, -0.60868, -1.72918], [-2.12806, -0.96654, -0.65377], [-0.67502, -0.76195, -1.22003], [0.36312, -0.89243, -0.08220], [0.26012, 0.10903, 1.10768], [0.56058, 1.54292, 1.01701], [1.69623, 1.92824, 0.60187], [2.66861, 0.94678, 0.47584], [-2.81956, -1.68088, 0.21405], [-0.56095, -1.74890, -1.92422], [-0.78653, 0.13645, -1.73720], [1.35529, -1.00776, -0.68020], [0.55385, -0.51104, 1.98806], [-0.86653, -0.07559, 1.12660], [-0.22634, 2.16970, 1.06151], [3.38507, 1.42066, 0.43421]],
  "nbo_charge": [-0.560, 0.321, -0.275, -0.663, -0.306, -0.002, -0.098, -0.547, 0.196, 0.237, 0.215, 0.376, 0.239, 0.204, 0.199, 0.465]
}